C38H47BrGeN3O4SV | ωB97M-V/def2-TZVPD

LUMO energy (spin up / spin down), eV: 0.76 / 0.97
2S+1: 2
Net charge: -1

Positions of all 96 atoms, in Å:
V 1.47440 0.09249 -0.04294
C 3.91151 -0.30753 -2.51266
N 3.93610 -0.25368 -1.05465
C 4.87416 0.75488 -0.56049
C 4.13890 -1.50734 -0.38832
C 4.86991 -2.54688 -0.93734
C 5.05248 -3.73335 -0.23653
C 4.46301 -3.88427 1.00832
C 3.70597 -2.85500 1.55194
C 3.55427 -1.64308 0.88016
N 2.75865 -0.59230 1.33099
C 2.73647 -0.18843 2.63474
C 3.65869 -0.56573 3.62812
C 3.54407 -0.09611 4.92466
C 2.52649 0.78058 5.27862
C 1.63575 1.19188 4.29599
C 1.74106 0.72805 2.99701
N 0.80838 1.16486 1.96315
C -0.53471 0.60725 2.22137
C 0.76327 2.62989 1.86122
H 4.91645 -0.43638 -2.94103
H 3.50902 0.63576 -2.88345
H 3.26224 -1.12259 -2.82677
H 5.89448 0.52721 -0.90170
H 4.86447 0.76096 0.52857
H 4.57914 1.73741 -0.92329
H 5.29484 -2.43892 -1.92705
H 5.63946 -4.53450 -0.66712
H 4.57029 -4.81378 1.55429
H 3.18969 -3.00451 2.49195
H 4.47298 -1.22773 3.36912
H 4.25978 -0.41934 5.67155
H 2.42618 1.14200 6.29334
H 0.84195 1.88373 4.55180
H -1.17780 0.83951 1.37585
H -0.97575 1.03379 3.13159
H -0.46172 -0.47359 2.34627
H 0.37276 3.08208 2.77882
H 0.10899 2.90028 1.03188
H 1.76480 3.00731 1.66757
O 3.06369 3.26874 -1.65995
C 2.01157 2.68763 -1.46239
O 1.87558 1.75654 -0.58015
C 0.78206 3.02259 -2.24448
C 0.73361 4.30694 -2.79027
C -0.32784 4.71797 -3.56838
C -1.34220 3.81265 -3.85625
C -1.29241 2.52934 -3.34636
C -0.25867 2.11255 -2.49734
S -0.40133 0.46149 -1.83435
H 1.55962 4.97147 -2.57416
H -0.35595 5.72613 -3.96266
H -2.17817 4.10823 -4.47885
H -2.06491 1.81611 -3.59617
C -3.13044 5.07871 1.81515
C -3.68148 4.01940 0.86518
C -3.77596 2.65538 1.54353
C -4.17496 1.54061 0.59209
Ge -2.76358 0.93394 -0.80995
C -2.93779 -1.07323 -0.60139
C -3.75010 -1.62156 -1.77620
C -5.19542 -1.12964 -1.77154
C -6.00339 -1.65988 -2.95106
H -3.07298 6.05657 1.33217
H -2.12049 4.80176 2.12744
H -3.75257 5.17370 2.70917
H -3.00456 3.92038 0.01401
H -4.66892 4.31428 0.49464
H -4.50001 2.71790 2.36786
H -2.80180 2.42447 1.98945
H -5.06194 1.83010 0.01603
H -4.40238 0.61203 1.12404
H -1.60114 2.35825 -0.15687
H -3.40533 -1.35033 0.34932
H -1.93443 -1.50387 -0.62537
H -3.74885 -2.71802 -1.76377
H -3.27369 -1.30408 -2.71135
H -5.19754 -0.03443 -1.79432
H -5.67462 -1.43286 -0.83480
H -5.58332 -1.31323 -3.89745
H -7.04275 -1.32916 -2.89768
H -6.00344 -2.75268 -2.95801
Br -2.52610 -7.49269 0.54484
C -1.50275 -5.97150 0.04473
C -1.28570 -4.96911 0.97358
C -0.51726 -3.87329 0.60672
C 0.03342 -3.79651 -0.66542
C -0.20161 -4.81114 -1.58349
C -0.97685 -5.90622 -1.23526
C 0.92219 -2.64684 -1.05936
O 1.57613 -2.68518 -2.08527
O 0.94769 -1.67594 -0.20716
H -1.70832 -5.04595 1.96573
H -0.33388 -3.07208 1.30950
H 0.23518 -4.72288 -2.56919
H -1.17396 -6.69846 -1.94404

Forces on atoms 1 to 6 (eV/Å):
-0.18 0.98 0.54
0.03 0.01 0.04
-0.70 -0.31 0.08
-0.05 0.13 0.01
0.15 -0.04 -0.16
0.05 -0.02 -0.02